[1]
Here is a 8-piece molecular cluster, C51H36ClFN2O30 overall at a distorted geometry from the OMol25 dataset. Energies are from ωB97M-V/def2-TZVPD.

Results
SMILES string: O=C1N[C@@H](c2cccnc2)[C@H](F)[C@]1(O)Cl.O=C1C=C(O)C(=O)C=C1O.O=C1C=C(O)C(=O)C=C1O.O=C1C=C(O)C(=O)C=C1O.O=C1C=C(O)C(=O)C=C1O.O=C1C=C(O)C(=O)C=C1O.O=C1C=C(O)C(=O)C=C1O.O=C1C=C(O)C(=O)C=C1O
HOMO level in eV: -9.44

```
! RIJCOSX wB97M-V def2-TZVPD def2/J DEFGRID3
* xyz 0 1
O 6.424 -2.761 1.645
C 5.359 -2.436 1.229
N 4.191 -3.204 1.123
C 3.369 -2.710 0.009
C 1.931 -2.384 0.260
C 1.243 -3.060 1.225
C -0.066 -2.761 1.434
C -0.637 -1.771 0.690
N -0.002 -1.083 -0.251
C 1.260 -1.425 -0.445
C 4.255 -1.643 -0.634
F 5.261 -2.331 -1.281
C 4.921 -1.078 0.615
O 4.005 -0.611 1.561
Cl 6.177 0.082 0.228
H 3.727 -3.420 1.988
H 3.377 -3.521 -0.715
H 1.717 -3.824 1.814
H -0.649 -3.279 2.172
H -1.675 -1.530 0.870
H 1.785 -0.903 -1.224
H 3.825 -0.875 -1.254
H 4.236 0.296 1.780
C -5.673 -2.985 1.423
C -6.884 -2.725 1.936
C -7.127 -1.545 2.839
O -8.257 -1.370 3.249
C -5.999 -0.693 3.180
C -4.792 -0.954 2.665
C -4.557 -2.115 1.735
O -3.435 -2.279 1.280
O -3.726 -0.196 2.937
O -7.945 -3.475 1.689
H -5.488 -3.825 0.770
H -6.169 0.142 3.850
H -2.976 -0.578 2.446
H -8.685 -3.065 2.177
C 5.481 -8.456 -1.532
C 5.209 -7.220 -1.089
C 3.798 -6.707 -0.990
O 3.653 -5.571 -0.574
C 2.712 -7.572 -1.403
C 2.984 -8.808 -1.846
C 4.395 -9.333 -1.928
O 4.552 -10.471 -2.325
O 2.047 -9.652 -2.244
O 6.139 -6.365 -0.699
H 6.489 -8.838 -1.605
H 1.705 -7.184 -1.344
H 2.515 -10.467 -2.511
H 5.668 -5.557 -0.411
C -3.587 4.667 5.432
C -4.042 3.570 4.818
C -5.401 3.010 5.113
O -5.760 2.022 4.487
C -6.211 3.660 6.111
C -5.760 4.760 6.731
C -4.415 5.345 6.416
O -4.064 6.353 6.997
O -6.473 5.391 7.650
O -3.334 2.904 3.917
H -2.610 5.082 5.227
H -7.181 3.234 6.328
H -5.929 6.147 7.941
H -3.879 2.144 3.633
C -8.219 5.956 1.322
C -7.384 5.443 2.236
C -6.747 6.304 3.297
O -6.009 5.774 4.111
C -7.037 7.724 3.297
C -7.870 8.236 2.381
C -8.527 7.374 1.337
O -9.284 7.911 0.551
O -8.174 9.522 2.324
O -7.070 4.155 2.265
H -8.684 5.349 0.558
H -6.561 8.333 4.052
H -8.793 9.620 1.575
H -6.459 4.031 3.013
C 9.362 -2.476 -4.308
C 9.103 -1.227 -3.899
C 8.566 -0.940 -2.519
O 8.366 0.216 -2.199
C 8.307 -2.065 -1.639
C 8.563 -3.313 -2.052
C 9.122 -3.598 -3.416
O 9.345 -4.756 -3.714
O 8.340 -4.374 -1.291
O 9.308 -0.173 -4.686
H 9.748 -2.693 -5.294
H 7.905 -1.851 -0.658
H 8.608 -5.150 -1.817
H 9.054 0.615 -4.165
C -4.607 1.179 -2.451
C -3.531 0.927 -1.688
C -2.976 1.960 -0.741
O -2.016 1.658 -0.060
C -3.620 3.265 -0.694
C -4.690 3.510 -1.460
C -5.261 2.470 -2.381
O -6.248 2.768 -3.031
O -5.325 4.677 -1.464
O -2.900 -0.236 -1.720
H -5.016 0.445 -3.131
H -3.205 4.003 -0.026
H -6.058 4.577 -2.103
H -2.150 -0.181 -1.085
C 3.836 3.150 -5.324
C 3.712 1.968 -5.945
C 4.814 0.941 -5.927
O 4.617 -0.115 -6.497
C 6.045 1.271 -5.234
C 6.172 2.454 -4.621
C 5.063 3.469 -4.615
O 5.250 4.514 -4.020
O 7.280 2.807 -3.987
O 2.623 1.615 -6.611
H 3.051 3.892 -5.329
H 6.838 0.537 -5.239
H 7.115 3.701 -3.632
H 2.798 0.718 -6.956
*
```

Atom charges from the Mulliken analysis, given in e for atoms 1 to 8: number 1, O, carries -0.595; number 2, C, carries -0.152; number 3, N, carries -0.161; number 4, C, carries 0.825; number 5, C, carries 0.221; number 6, C, carries -0.339; number 7, C, carries -1.694; number 8, C, carries 1.064

---

[2]
Here is a 2-piece molecular cluster, C4H14N3 overall at a distorted geometry from the OMol25 dataset. Energies are from ωB97M-V/def2-TZVPD.

Results
Energy above the lowest of the compared OMol25 structures with the same formula, charge and spin in kJ/mol: 315.8
HOMO level in eV: -14.18

```
! RIJCOSX wB97M-V def2-TZVPD def2/J DEFGRID3
* xyz 1 1
N 0.364 -1.509 0.548
C -0.699 -1.949 -0.205
N -1.814 -1.179 -0.387
N -0.647 -3.171 -0.764
H 0.375 -1.754 1.524
H 1.018 -0.883 0.107
H -2.521 -1.110 0.328
H -1.920 -0.694 -1.264
H -1.228 -3.919 -0.426
H 0.116 -3.351 -1.392
C 0.347 2.033 1.331
C 1.470 2.454 0.387
C 0.941 2.945 -0.950
H -0.285 2.874 1.605
H 0.690 1.551 2.242
H -0.276 1.318 0.771
H 2.181 1.630 0.241
H 2.058 3.221 0.896
H 1.679 3.337 -1.640
H 0.401 2.136 -1.451
H 0.190 3.717 -0.775
*
```

Atom charges from the natural (NBO) analysis, given in e for atoms 1 to 8: number 1, N, carries -0.871; number 2, C, carries 0.789; number 3, N, carries -0.847; number 4, N, carries -0.738; number 5, H, carries 0.448; number 6, H, carries 0.443; number 7, H, carries 0.445; number 8, H, carries 0.444

---

[3]
Here is the molecule C2H3BrN2S at a distorted geometry from the OMol25 dataset. Energies are from ωB97M-V/def2-TZVPD.

Results
Energy above the lowest of the compared OMol25 structures with the same formula, charge and spin in kJ/mol: 113.4
HOMO level (alpha / beta) in eV: -7.29 / -9.32
⟨S²⟩: 2.01

```
! RIJCOSX wB97M-V def2-TZVPD def2/J DEFGRID3
* xyz 0 3
C 1.078 -1.496 -0.077
C -0.081 1.587 0.203
N 1.196 -0.326 0.423
N 0.893 0.851 0.083
S -1.937 1.178 0.554
Br -3.081 -0.559 -0.445
H 0.678 -1.531 -1.113
H 1.533 -2.408 0.366
H -0.279 2.704 0.006
*
```

Atom charges from the natural (NBO) analysis, given in e for atoms 1 to 8: number 1, C, carries -0.122; number 2, C, carries -0.097; number 3, N, carries -0.175; number 4, N, carries -0.189; number 5, S, carries 0.198; number 6, Br, carries -0.221; number 7, H, carries 0.170; number 8, H, carries 0.208

---

[4]
Here is C15H19BClCoN2O6Si as an isolated structure at a distorted geometry from the OMol25 dataset. Energies are from ωB97M-V/def2-TZVPD.

Results
Energy above the lowest of the compared OMol25 structures with the same formula, charge and spin in kJ/mol: 54.2
HOMO level (alpha / beta) in eV: -4.73 / -4.71
⟨S²⟩: 0.84

```
! RIJCOSX wB97M-V def2-TZVPD def2/J DEFGRID3
* xyz -1 2
Co 1.623 -0.178 -0.512
C 3.002 0.185 3.013
C 1.913 -0.807 2.732
C 1.341 -1.575 3.736
C 0.266 -2.402 3.408
C -0.198 -2.453 2.117
C 0.461 -1.693 1.124
N 1.500 -0.892 1.477
N 0.196 -1.636 -0.179
Si -1.226 -2.142 -0.998
C -1.526 -4.043 -0.890
C -1.047 -1.663 -2.833
C -2.769 -1.303 -0.219
H 3.713 -0.202 3.740
H 2.558 1.097 3.414
H 3.506 0.423 2.079
H 1.714 -1.528 4.748
H -0.207 -2.992 4.182
H -1.044 -3.061 1.844
H -0.630 -4.576 -1.192
H -2.338 -4.355 -1.541
H -1.775 -4.365 0.117
H -0.693 -2.497 -3.432
H -0.321 -0.862 -2.930
H -1.988 -1.330 -3.260
H -2.975 -1.701 0.770
H -3.664 -1.430 -0.820
H -2.580 -0.243 -0.109
O 4.615 0.272 -2.950
Cl 3.731 -0.652 -2.336
O 4.095 -1.974 -2.693
O 2.381 -0.384 -2.728
O 3.798 -0.498 -0.904
O -0.721 1.619 -0.161
B 0.636 1.584 -0.572
O 0.947 2.876 -1.042
C -0.151 3.643 -0.913
C -0.341 4.979 -1.208
C -1.581 5.525 -0.901
C -2.590 4.761 -0.332
C -2.414 3.411 -0.063
C -1.182 2.865 -0.360
H 0.451 5.574 -1.636
H -1.758 6.574 -1.093
H -3.527 5.232 -0.069
H -3.200 2.815 0.376
*
```

Atom charges from the natural (NBO) analysis, given in e for atoms 1 to 8: number 1, Co, carries 0.945; number 2, C, carries -0.642; number 3, C, carries 0.266; number 4, C, carries -0.366; number 5, C, carries -0.136; number 6, C, carries -0.341; number 7, C, carries 0.428; number 8, N, carries -0.588

---

[5]
Here is a 2-piece molecular cluster, C2Cl4O overall at a distorted geometry from the OMol25 dataset. Energies are from ωB97M-V/def2-TZVPD.

Results
Energy above the lowest of the compared OMol25 structures with the same formula, charge and spin in kJ/mol: 227.8
HOMO level in eV: -9.31

```
! RIJCOSX wB97M-V def2-TZVPD def2/J DEFGRID3
* xyz 0 1
C -0.520 -0.286 -1.155
C 0.746 1.146 1.466
O -1.151 0.725 -1.273
Cl 1.121 -0.556 -1.885
Cl -1.106 -1.668 -0.287
Cl 1.683 -0.237 1.114
Cl -0.773 0.875 2.020
*
```

Charges computed using natural (NBO), reported in e: number 1, C, carries 0.446; number 2, C, carries -0.163; number 3, O, carries -0.472; number 4, Cl, carries -0.019; number 5, Cl, carries 0.041; number 6, Cl, carries 0.049; number 7, Cl, carries 0.118

---

[6]
Here is C16H23GaN3O5S2 as an isolated structure from the OMol25 dataset. Energies are from ωB97M-V/def2-TZVPD.

Results
Energy above the lowest of the compared OMol25 structures with the same formula, charge and spin in kJ/mol: 0.0
HOMO level in eV: -10.96

```
! RIJCOSX wB97M-V def2-TZVPD def2/J DEFGRID3
* xyz 1 1
Ga 2.079 -0.228 -0.852
C -1.610 -3.957 -2.602
C -0.096 -3.725 -2.645
C 0.262 -2.367 -2.234
N 0.539 -1.303 -1.912
H -1.815 -4.984 -2.894
H -2.127 -3.294 -3.293
H -2.002 -3.800 -1.599
H 0.312 -3.875 -3.646
H 0.436 -4.403 -1.976
C -5.677 0.376 1.569
C -4.230 0.745 1.401
C -3.426 0.076 0.482
C -2.084 0.391 0.338
C -1.548 1.391 1.139
C -2.328 2.082 2.063
C -3.664 1.752 2.184
S 0.118 1.868 1.012
O 0.305 3.274 0.851
O 0.684 1.047 -0.069
N 0.713 1.485 2.460
C 0.658 0.141 3.056
C 1.969 -0.649 2.914
C 2.264 -0.684 1.456
O 3.017 0.178 0.925
O 1.564 -1.414 0.674
H -6.117 0.064 0.623
H -6.256 1.211 1.961
H -5.778 -0.455 2.270
H -3.859 -0.703 -0.133
H -1.464 -0.133 -0.375
H -1.897 2.868 2.670
H -4.281 2.287 2.894
H 1.450 2.122 2.740
H -0.159 -0.399 2.577
H 0.401 0.253 4.107
H 1.828 -1.649 3.318
H 2.780 -0.149 3.441
C 3.808 2.385 -1.687
C 2.417 2.476 -2.254
O 1.884 1.115 -2.378
H 4.213 3.390 -1.574
H 4.468 1.809 -2.335
H 3.815 1.931 -0.693
H 2.411 2.904 -3.253
H 1.753 3.050 -1.607
H 0.994 1.136 -2.749
S 5.477 -2.798 -2.518
C 4.328 -1.794 -2.077
N 3.468 -1.042 -1.772
*
```

Atom charges from the natural (NBO) analysis, given in e for atoms 1 to 8: number 1, Ga, carries 1.868; number 2, C, carries -0.591; number 3, C, carries -0.524; number 4, C, carries 0.541; number 5, N, carries -0.501; number 6, H, carries 0.241; number 7, H, carries 0.224; number 8, H, carries 0.221

---

[7]
Here is a 2-piece molecular cluster, C2H11N2 overall at a distorted geometry from the OMol25 dataset. Energies are from ωB97M-V/def2-TZVPD.

Results
Energy above the lowest of the compared OMol25 structures with the same formula, charge and spin in kJ/mol: 22.1
HOMO level in eV: -15.46

```
! RIJCOSX wB97M-V def2-TZVPD def2/J DEFGRID3
* xyz 1 1
N 1.716 -1.525 -0.949
H 1.872 -1.719 -1.927
H 2.644 -1.473 -0.552
H 0.573 -0.016 -0.704
H 1.361 -2.389 -0.542
C -0.943 0.382 1.563
C -0.737 1.235 0.335
N -0.353 0.420 -0.863
H -0.047 -0.049 2.008
H -1.370 1.040 2.330
H -1.660 -0.425 1.399
H -1.609 1.833 0.083
H 0.036 1.976 0.474
H -0.431 1.023 -1.678
H -1.051 -0.312 -0.976
*
```

Atom charges from the natural (NBO) analysis, given in e for atoms 1 to 8: number 1, N, carries -1.101; number 2, H, carries 0.385; number 3, H, carries 0.389; number 4, H, carries 0.479; number 5, H, carries 0.384; number 6, C, carries -0.647; number 7, C, carries -0.226; number 8, N, carries -0.691

---

[8]
Here is C33H27BClN8O2Pt as an isolated structure from the OMol25 dataset. Energies are from ωB97M-V/def2-TZVPD.

Results
Energy above the lowest of the compared OMol25 structures with the same formula, charge and spin in kJ/mol: 25.4
HOMO level (alpha / beta) in eV: -8.01 / -8.05
⟨S²⟩: 0.75

```
! RIJCOSX wB97M-V def2-TZVPD def2/J DEFGRID3
* xyz 0 2
Pt 0.170 -0.844 -0.442
C 4.494 -0.598 -1.433
C 3.264 -1.246 -1.559
N 2.356 -0.666 -0.792
N 2.972 0.337 -0.130
C 4.258 0.409 -0.523
B 2.248 1.130 0.996
N 1.545 0.085 1.940
C 1.531 0.061 3.281
C 0.790 -1.026 3.698
C 0.359 -1.633 2.522
N 0.825 -0.960 1.475
N 1.146 2.018 0.381
C 0.864 3.336 0.372
C -0.311 3.523 -0.325
C -0.702 2.245 -0.725
N 0.182 1.357 -0.296
N 3.275 1.871 1.831
C 4.337 1.297 2.458
C 4.931 2.250 3.242
C 4.143 3.400 3.038
N 3.150 3.167 2.203
H 5.419 -0.826 -1.933
H 2.995 -2.092 -2.171
H 4.918 1.158 -0.121
H 2.067 0.804 3.847
H 0.599 -1.339 4.708
H -0.245 -2.511 2.370
H 1.519 4.027 0.869
H -0.809 4.456 -0.523
H -1.563 1.923 -1.291
H 4.583 0.260 2.302
H 5.801 2.138 3.864
H 4.261 4.383 3.465
C -6.618 -0.466 1.829
C -6.132 -1.378 0.901
C -4.804 -1.344 0.509
C -3.930 -0.395 1.043
C -4.436 0.529 1.958
C -5.764 0.492 2.354
C -2.509 -0.285 0.655
C -1.729 -1.208 0.101
C -2.021 -2.652 -0.045
C -2.439 -3.376 1.079
C -2.676 -4.737 0.999
C -2.495 -5.406 -0.206
C -2.087 -4.699 -1.327
C -1.849 -3.333 -1.253
H -7.657 -0.496 2.130
H -6.795 -2.117 0.470
H -4.451 -2.045 -0.235
H -3.773 1.285 2.363
H -6.133 1.218 3.068
H -2.077 0.689 0.854
H -2.606 -2.847 2.009
H -3.010 -5.278 1.876
H -2.679 -6.470 -0.269
H -1.958 -5.211 -2.272
H -1.555 -2.775 -2.131
Cl 4.104 3.403 -4.655
C 2.699 2.461 -4.241
C 2.815 1.088 -4.128
C 1.697 0.349 -3.769
C 0.480 0.968 -3.542
C 0.374 2.345 -3.713
C 1.485 3.101 -4.042
C -0.749 0.174 -3.191
O -1.801 0.446 -3.731
O -0.646 -0.795 -2.310
H 3.766 0.609 -4.314
H 1.759 -0.726 -3.687
H -0.591 2.815 -3.581
H 1.417 4.175 -4.153
*
```

Atom charges from the Mulliken analysis, given in e for atoms 1 to 8: number 1, Pt, carries 2.288; number 2, C, carries -1.346; number 3, C, carries -0.491; number 4, N, carries -1.161; number 5, N, carries 1.155; number 6, C, carries -0.073; number 7, B, carries 0.155; number 8, N, carries 1.239